(1)
Below is C36H90In2N6NaO24P3 as an isolated structure, with properties calculated with ωB97M-V/def2-TZVPD.

The geometry in XYZ format:
```
162
C36H90In2N6NaO24P3 (ωB97M-V/def2-TZVPD)
In -19.156 -0.431 24.096
In -23.191 1.108 24.073
Na -21.938 -1.195 20.678
P -20.924 1.526 21.371
O -20.332 2.546 20.382
O -20.162 0.149 21.354
O -22.423 1.183 21.201
O -20.629 1.696 22.881
P -21.687 -2.784 23.125
O -22.353 -3.675 24.139
O -20.182 -2.879 23.579
O -21.997 -1.261 23.229
O -21.872 -3.345 21.672
P -21.404 -0.014 26.831
O -20.236 -1.071 26.755
O -20.959 0.928 25.702
O -21.583 0.769 28.163
O -22.691 -0.618 26.217
C -13.699 2.576 21.773
O -15.067 2.151 21.858
C -15.988 3.193 21.414
C -17.469 2.839 21.588
N -17.839 2.459 22.935
C -17.453 3.465 23.930
C -18.203 3.106 25.175
O -17.738 1.964 25.823
C -18.251 1.816 27.139
H -13.577 3.423 22.448
H -13.334 2.717 20.755
H -12.982 1.787 22.001
H -15.802 3.427 20.366
H -15.933 4.134 21.961
H -17.602 1.902 21.047
H -18.064 3.575 21.046
H -18.829 2.655 22.961
H -17.772 4.404 23.479
H -16.377 3.456 24.101
H -19.274 3.062 24.973
H -18.004 3.905 25.889
H -17.759 2.353 27.950
H -18.059 0.766 27.361
H -19.333 1.945 27.175
C -25.435 -1.747 24.549
O -25.602 -0.680 23.668
C -25.526 -1.164 22.355
C -26.032 -0.025 21.458
N -25.096 1.210 21.636
C -25.716 2.346 21.085
C -25.012 3.721 21.407
O -24.823 3.848 22.852
C -24.590 5.230 23.207
H -25.398 -1.612 25.630
H -24.545 -2.304 24.258
H -26.205 -2.510 24.433
H -26.286 -1.897 22.085
H -24.536 -1.435 21.987
H -27.080 0.208 21.649
H -25.948 -0.442 20.454
H -24.180 1.142 21.214
H -26.748 2.519 21.391
H -25.735 2.412 19.997
H -25.833 4.406 21.196
H -24.045 3.923 20.947
H -25.250 5.916 22.676
H -23.541 5.481 23.049
H -24.754 5.293 24.283
C -26.819 2.200 24.706
O -25.638 1.940 25.538
C -25.767 2.319 26.932
C -24.409 2.053 27.563
N -23.263 2.607 26.845
C -22.960 4.033 26.996
C -21.757 4.486 26.133
O -22.031 4.520 24.691
C -20.942 4.911 23.901
H -26.541 2.026 23.667
H -27.185 3.198 24.949
H -27.680 1.551 24.868
H -26.658 1.855 27.355
H -26.040 3.338 27.205
H -24.279 0.999 27.804
H -24.476 2.545 28.534
H -22.507 2.028 27.180
H -22.535 4.206 27.984
H -23.891 4.574 26.827
H -21.008 3.744 26.410
H -21.472 5.414 26.629
H -21.300 5.159 22.902
H -20.421 4.001 23.607
H -20.247 5.729 24.093
C -16.388 7.521 22.038
O -17.657 7.016 21.720
C -17.816 6.307 20.576
C -19.190 5.775 20.561
N -19.573 4.963 19.358
C -20.465 5.550 18.376
C -21.864 5.929 19.113
O -22.896 5.767 18.105
C -23.934 6.747 18.322
H -15.871 7.974 21.192
H -15.754 6.840 22.606
H -16.510 8.352 22.733
H -16.998 5.592 20.488
H -17.701 6.948 19.701
H -19.870 6.564 20.882
H -19.449 5.055 21.337
H -19.862 4.068 19.724
H -20.606 4.772 17.626
H -19.948 6.435 18.004
H -21.857 6.942 19.516
H -21.896 5.210 19.931
H -24.733 6.263 17.760
H -23.724 7.774 18.025
H -24.274 6.823 19.354
C -18.399 -2.354 20.901
O -17.422 -2.057 21.917
C -16.287 -1.304 21.267
C -15.267 -0.972 22.385
N -15.853 -0.047 23.356
C -15.243 0.042 24.723
C -15.421 -1.287 25.549
O -16.785 -1.771 25.722
C -17.056 -2.955 26.625
H -19.274 -2.880 21.281
H -17.912 -2.995 20.166
H -18.606 -1.558 20.186
H -16.682 -0.382 20.838
H -15.796 -1.765 20.410
H -14.434 -0.436 21.930
H -14.998 -1.958 22.765
H -15.650 0.870 22.985
H -15.718 0.966 25.053
H -14.246 0.480 24.772
H -15.018 -0.978 26.514
H -14.736 -1.983 25.064
H -16.579 -2.806 27.594
H -16.816 -3.848 26.048
H -18.111 -2.852 26.877
C -16.756 3.130 17.503
O -16.827 1.936 16.770
C -18.125 1.322 16.734
C -18.701 0.911 18.086
N -19.946 0.048 18.175
C -21.108 0.321 17.304
C -21.825 1.609 17.763
O -23.031 1.774 16.990
C -23.730 3.003 17.262
H -17.695 3.663 17.351
H -15.878 3.708 17.215
H -16.567 2.824 18.532
H -18.001 0.412 16.147
H -18.802 1.881 16.087
H -18.836 1.777 18.733
H -17.988 0.269 18.604
H -20.125 0.255 19.147
H -21.782 -0.524 17.163
H -20.853 0.420 16.248
H -21.178 2.470 17.595
H -22.226 1.644 18.776
H -23.130 3.667 16.640
H -23.711 3.260 18.321
H -24.758 3.078 16.907
```

Properties
**LUMO level**: 1.42 eV
**Largest force on an atom**: 4.35 eV/A
**E_tot**: -5126.3570 Eh
**Total charge**: -2
**Orbital gap**: 3.85 eV
**Highest occupied orbital energy**: -0.0892 Eh


(2)
Below is a 10-piece molecular cluster, C36H91NO10 overall, with properties calculated with ωB97M-V/def2-TZVPD.

The geometry in XYZ format:
```
138
C36H91NO10 (ωB97M-V/def2-TZVPD)
C 1.476 5.381 5.120
C 0.806 4.125 5.717
C -0.222 3.589 4.648
C 1.944 3.079 5.986
C 1.524 1.927 6.860
C 0.858 2.327 8.181
C -0.258 3.410 7.992
C -1.536 2.648 7.425
C -0.510 4.104 9.371
N 0.132 4.441 6.976
O -0.751 5.568 6.880
H 2.352 5.692 5.689
H 1.827 5.271 4.094
H 0.813 6.247 5.131
H -0.013 3.833 3.607
H -0.310 2.502 4.631
H -1.179 4.095 4.779
H 2.325 2.697 5.039
H 2.761 3.580 6.508
H 1.001 1.122 6.342
H 2.371 1.309 7.160
H 1.455 2.557 9.063
H 0.458 1.353 8.464
H -2.326 3.354 7.172
H -1.965 1.992 8.182
H -1.215 1.937 6.664
H 0.410 4.602 9.680
H -0.678 3.330 10.120
H -1.393 4.741 9.316
H -0.125 6.266 7.087
C -1.595 -7.737 4.633
C -1.952 -6.421 5.311
C -0.775 -5.431 5.247
O -3.082 -5.895 4.695
H -1.467 -8.623 5.255
H -0.640 -7.674 4.112
H -2.384 -7.928 3.904
H -2.185 -6.630 6.355
H -0.932 -4.543 5.859
H -0.548 -5.053 4.250
H 0.119 -5.950 5.593
H -2.763 -5.673 3.817
C 6.572 -2.544 0.997
C 6.280 -1.439 2.017
C 7.120 -1.279 3.284
O 6.249 -0.199 1.351
H 6.397 -3.556 1.360
H 7.580 -2.388 0.613
H 5.833 -2.586 0.197
H 5.239 -1.526 2.329
H 8.151 -0.971 3.107
H 7.102 -2.248 3.782
H 6.669 -0.585 3.993
H 6.294 0.441 2.065
C -4.169 -7.572 -1.883
C -2.868 -6.756 -1.497
C -1.998 -6.247 -2.629
O -3.241 -5.632 -0.699
H -3.852 -8.530 -2.296
H -4.806 -7.140 -2.655
H -4.806 -7.767 -1.021
H -2.289 -7.357 -0.796
H -1.104 -5.730 -2.281
H -2.456 -5.512 -3.290
H -1.726 -7.097 -3.254
H -3.594 -4.982 -1.311
C -5.410 -0.425 -5.285
C -6.250 -0.773 -4.018
C -7.248 -1.917 -4.329
O -5.490 -0.950 -2.881
H -6.072 -0.038 -6.059
H -4.825 -1.319 -5.502
H -4.753 0.369 -4.930
H -6.783 0.161 -3.838
H -8.008 -1.666 -5.069
H -7.756 -2.099 -3.382
H -6.747 -2.847 -4.598
H -5.970 -0.968 -2.050
C -6.702 1.370 3.203
C -7.929 0.998 2.339
C -8.365 1.988 1.211
O -7.614 -0.194 1.706
H -6.615 2.417 3.494
H -5.773 1.208 2.654
H -6.550 0.730 4.072
H -8.822 0.907 2.958
H -9.129 1.520 0.591
H -7.547 2.445 0.654
H -8.797 2.892 1.640
H -7.937 -0.904 2.265
C 6.318 -0.004 -5.393
C 7.200 1.262 -5.504
C 6.835 1.959 -6.795
O 6.823 1.967 -4.306
H 6.449 -0.571 -4.471
H 6.570 -0.748 -6.148
H 5.264 0.263 -5.458
H 8.255 0.985 -5.520
H 5.772 2.181 -6.706
H 7.148 1.451 -7.707
H 7.343 2.924 -6.802
H 6.587 1.334 -3.623
C 0.751 1.514 -1.975
C 0.907 0.052 -1.890
C 0.368 -0.461 -0.546
O 0.124 -0.516 -2.919
H 1.057 1.913 -2.942
H 1.485 1.910 -1.274
H -0.223 1.926 -1.710
H 1.944 -0.258 -2.022
H 0.892 0.054 0.259
H 0.489 -1.535 -0.401
H -0.686 -0.267 -0.349
H -0.800 -0.346 -2.722
C 3.839 7.073 -4.522
C 3.711 7.569 -3.098
C 2.249 7.807 -2.693
O 4.334 6.634 -2.240
H 3.458 7.805 -5.234
H 3.272 6.164 -4.719
H 4.875 6.917 -4.823
H 4.342 8.449 -2.972
H 2.190 8.193 -1.675
H 1.757 6.835 -2.722
H 1.794 8.498 -3.402
H 4.397 5.844 -2.781
C 0.753 -1.916 -9.460
C 0.124 -3.219 -8.971
C 0.332 -4.383 -9.955
O 0.760 -3.528 -7.803
H 1.829 -2.065 -9.543
H 0.583 -1.038 -8.838
H 0.448 -1.631 -10.466
H -0.948 -3.222 -8.775
H 1.366 -4.716 -10.051
H -0.117 -4.146 -10.920
H -0.041 -5.288 -9.475
H 0.505 -2.845 -7.178
```

Properties
**LUMO level**: 0.22 eV
**Energy above the lowest of the compared OMol25 structures with the same formula, charge and spin**: 323.0 kJ/mol
**Largest force on an atom**: 2.93 eV/A
**E_tot**: -2233.1657 Eh
**Orbital gap**: 8.22 eV
**Highest occupied orbital energy**: -0.2942 Eh


(3)
Below is a 12-piece molecular cluster, C36H93N21O12 overall, with properties calculated with ωB97M-V/def2-TZVPD.

The geometry in XYZ format:
```
162
C36H93N21O12 (ωB97M-V/def2-TZVPD)
C 3.333 0.005 0.784
O 2.518 0.329 -0.010
N 3.344 -1.228 1.275
N 4.291 0.772 1.200
H 4.122 -1.466 1.873
H 2.621 -1.860 0.964
H 4.252 1.697 0.797
H 5.124 0.659 1.761
C 7.497 3.515 2.703
O 6.962 4.606 2.435
N 6.915 2.471 3.016
N 8.720 3.154 2.492
H 7.538 1.738 3.323
H 5.946 2.522 3.297
H 8.915 2.163 2.462
H 9.522 3.763 2.564
C -0.947 -2.471 1.751
O -0.540 -2.973 2.758
N -0.189 -1.900 0.918
N -2.172 -2.409 1.317
H -0.639 -1.462 0.128
H 0.791 -1.863 1.160
H -2.437 -1.845 0.523
H -2.728 -3.030 1.887
C 2.503 0.492 -3.806
O 2.483 0.687 -5.021
N 2.876 1.423 -3.017
N 2.227 -0.619 -3.197
H 2.576 1.363 -2.054
H 3.123 2.317 -3.416
H 1.925 -1.472 -3.645
H 2.243 -0.520 -2.192
C -0.894 2.356 -0.070
O -0.534 3.475 0.313
N -0.112 1.327 -0.156
N -2.093 2.280 -0.608
H -0.408 0.372 -0.298
H 0.891 1.392 -0.053
H -2.436 1.420 -1.010
H -2.618 3.141 -0.554
C 1.516 -1.984 5.367
O 2.477 -2.128 6.105
N 0.398 -2.362 5.812
N 1.569 -1.637 4.079
H -0.434 -2.235 5.255
H 0.368 -2.874 6.683
H 0.837 -1.986 3.478
H 2.416 -1.383 3.591
C 6.014 -2.240 4.081
O 4.885 -1.964 3.561
N 6.658 -1.383 4.886
N 6.681 -3.408 3.912
H 7.412 -1.690 5.484
H 6.082 -0.595 5.144
H 7.508 -3.714 4.405
H 6.124 -4.174 3.563
C 3.720 3.881 3.590
O 4.219 2.898 3.162
N 4.411 4.885 3.949
N 2.440 4.160 3.508
H 5.384 4.762 3.705
H 3.956 5.674 4.385
H 2.175 5.016 3.974
H 1.788 3.398 3.387
C 0.182 1.497 3.612
O -0.759 2.147 3.297
N 1.142 1.027 2.921
N 0.387 1.193 4.790
H 1.052 1.025 1.915
H 1.968 0.533 3.227
H -0.534 1.150 5.204
H 1.101 0.564 5.128
C 6.884 6.688 -4.681
C 7.805 5.809 -3.822
C 7.999 6.435 -2.449
C 6.944 6.214 -1.410
C 6.610 4.737 -1.364
C 6.163 4.002 -2.686
N 7.234 4.356 -3.682
O 7.015 3.694 -4.850
C 6.197 2.531 -2.374
C 4.768 4.478 -3.033
C 9.192 5.604 -4.469
H 7.347 7.573 -5.118
H 6.017 7.091 -4.157
H 6.641 6.136 -5.589
H 9.009 6.306 -2.060
H 8.151 7.513 -2.515
H 6.046 6.769 -1.683
H 7.088 6.516 -0.373
H 5.824 4.628 -0.617
H 7.564 4.342 -1.015
H 5.542 2.190 -1.572
H 5.876 1.871 -3.180
H 7.191 2.144 -2.149
H 4.753 5.567 -3.061
H 4.386 4.253 -4.029
H 4.018 4.348 -2.252
H 9.979 5.327 -3.767
H 9.634 6.460 -4.980
H 9.105 4.939 -5.329
H 6.155 4.032 -5.110
C 10.218 -2.681 2.453
C 10.502 -1.181 2.039
C 11.550 -1.178 0.864
C 10.946 -1.753 -0.359
C 9.686 -0.980 -0.716
C 8.616 -0.865 0.362
N 9.332 -0.461 1.584
O 8.437 -0.360 2.672
C 7.688 0.332 0.035
C 7.806 -2.205 0.459
C 11.326 -0.500 3.193
H 9.422 -2.995 3.128
H 11.064 -3.052 3.031
H 9.982 -3.363 1.635
H 12.067 -0.232 0.703
H 12.385 -1.790 1.205
H 10.826 -2.837 -0.358
H 11.557 -1.466 -1.215
H 9.257 -1.640 -1.470
H 9.836 -0.005 -1.179
H 7.110 0.141 -0.869
H 6.993 0.585 0.836
H 8.282 1.227 -0.148
H 7.334 -2.382 1.425
H 7.105 -2.401 -0.352
H 8.490 -3.035 0.282
H 11.539 0.551 2.995
H 12.295 -0.983 3.310
H 10.826 -0.638 4.151
H 8.165 -1.268 2.824
C 1.270 -4.616 -1.237
C 2.664 -5.392 -1.245
C 3.694 -4.283 -1.542
C 5.189 -4.666 -1.267
C 5.237 -5.299 0.147
C 4.230 -6.487 0.433
N 2.851 -6.100 0.019
O 1.997 -7.231 0.186
C 4.877 -7.740 -0.300
C 4.082 -6.672 1.973
C 2.646 -6.373 -2.451
H 1.157 -4.060 -2.168
H 1.115 -3.959 -0.382
H 0.442 -5.323 -1.292
H 3.635 -4.008 -2.595
H 3.486 -3.326 -1.065
H 5.848 -3.818 -1.456
H 5.545 -5.400 -1.990
H 5.137 -4.444 0.815
H 6.278 -5.505 0.394
H 5.445 -7.407 -1.169
H 5.469 -8.269 0.447
H 4.100 -8.312 -0.808
H 3.878 -5.698 2.417
H 3.291 -7.378 2.225
H 5.043 -6.987 2.378
H 2.283 -5.853 -3.338
H 2.060 -7.283 -2.322
H 3.644 -6.647 -2.794
H 2.292 -7.871 -0.466
```

Properties
**LUMO level (spin up / spin down)**: -2.07 / -6.62 eV
**Largest force on an atom**: 10.78 eV/A
**E_tot**: -3479.9383 Eh
**Total charge**: +1
**Orbital gap (spin up / spin down)**: 8.16 / 3.62 eV
**2S+1**: 2
**Highest occupied orbital energy (spin up / spin down)**: -0.3761 / -0.3761 Eh